86
Properties=species:S:1:pos:R:3 method="wB97M-V/def2-TZVPD" e_tot_ev=-63348.7109 lumo_energy_ha=-0.2772 homo_energy_ev=-11.919 multiplicity=1 orbital_gap_ev=4.3767 total_charge=+2
H -0.0798 2.5760 -6.9027
H 3.6467 -5.0189 6.6291
C -3.1763 7.0217 3.6783
C -0.4178 2.4576 -2.4163
H -3.5671 8.0548 1.8294
O -0.0409 4.3333 -3.8381
H -2.2118 0.7561 -7.9417
H 1.2430 -4.7366 3.0692
H -2.9287 5.2817 -1.4575
C -1.2205 2.5599 -6.8789
H -0.9882 5.3659 3.9057
C -0.0693 -2.3374 -2.9324
O -3.0253 5.6828 4.1517
H -3.9786 5.3715 -0.0650
C 1.2694 2.3479 -4.3396
C 3.6307 -6.3397 4.8923
H -1.9758 3.8981 2.0255
C -1.7441 1.0402 -6.9228
C -2.9298 5.2703 -0.3617
C 3.9779 -5.0243 5.5859
C 2.2546 -1.9607 -1.6685
H -1.0376 6.2669 -0.2379
H 4.1884 -7.1559 5.3618
H 5.0696 -4.9157 5.6003
C -1.7072 3.4042 -5.5944
I -1.0710 -7.1236 -1.4517
H -1.1874 3.0941 -1.8369
H 2.6890 -5.1597 2.0934
H 1.6798 -5.7879 4.7320
H -2.6420 3.9951 -5.9361
O 3.4635 -3.9097 4.8537
C 1.9238 -7.5215 2.5882
C 2.2097 -3.5074 -1.3868
H 1.1957 -4.5972 1.3177
N 0.2788 3.0621 -3.5505
H 3.1128 -1.2924 -1.3337
C 1.6213 0.8572 -4.0528
H -1.7827 4.4410 5.1887
P 1.2101 -6.1291 -1.3887
H -1.0785 5.5256 -5.2414
H -2.5378 0.8003 -6.1366
H 2.1919 -2.3183 4.9704
C 0.8871 0.1660 -2.8747
H -1.6491 3.0945 -7.8105
H -1.6072 5.8875 1.9907
H 1.6446 -7.6141 -3.0437
C 2.3930 -3.2457 5.5105
H 2.3862 0.3162 -4.6957
H -0.8335 0.3348 -6.8078
C -2.7501 3.5744 1.3258
H 3.0817 -3.9447 -0.7953
H -2.3996 7.3637 -0.4055
H 1.6122 -8.4566 2.1113
O 2.2021 -6.9706 -2.5367
C 1.0709 -1.3528 -2.4581
C -0.1593 0.9877 -2.0251
H -3.7281 3.9417 1.6459
N 2.1979 -6.6239 4.9784
H 0.6870 -7.8539 4.3044
H -0.9526 -1.9442 -3.5469
H -2.7666 2.4838 1.3483
H 2.6514 -3.0053 6.5427
O -2.4185 3.9896 0.0076
H -1.4618 6.1704 5.4351
H -2.3853 7.6808 4.0499
C 0.0147 -3.8467 -2.5974
H 2.9681 -7.3713 2.2937
H 1.4857 -3.8580 5.4827
N -1.9818 6.7144 1.5388
C 1.7551 -7.7121 4.1046
O 1.0874 -6.5101 2.0281
C -0.5847 4.4821 -5.1906
N 1.1316 -4.3659 -1.8323
C -1.7420 5.4158 4.6989
H -4.0460 6.3448 1.8558
H 2.2554 -8.6367 4.4075
H -4.1207 7.3977 4.0906
H 3.9542 -6.2563 3.8483
H -2.0669 2.7497 -4.7223
H -0.7364 0.5599 -1.1431
C 1.5965 -5.1929 2.1414
H 0.2812 4.5191 -5.9403
C -2.0635 6.4540 0.1012
H -0.8506 -4.4991 -2.9917
H 1.7671 2.9502 -5.1792
C -3.2658 7.0541 2.1542